Here is a cluster of 11 separate species, C33H88O11 in total at a distorted geometry from OMol25. Energies are from ωB97M-V/def2-TZVPD.

Positions of all 132 atoms, in Å:
C: 2.18 -0.54 6.32
C: 2.35 -1.23 5.01
C: 1.35 -0.87 3.93
O: 3.65 -1.13 4.38
H: 2.11 0.54 6.23
H: 2.98 -0.69 7.05
H: 1.24 -0.91 6.81
H: 2.25 -2.31 5.24
H: 1.45 -1.63 3.14
H: 1.50 0.12 3.58
H: 0.36 -0.85 4.36
H: 4.34 -1.44 4.90
C: -4.08 1.48 -0.47
C: -2.99 1.61 0.59
C: -3.02 0.64 1.76
O: -1.75 1.61 -0.09
H: -5.06 1.34 0.00
H: -3.92 0.50 -0.97
H: -3.99 2.33 -1.09
H: -3.10 2.64 1.03
H: -2.22 1.01 2.43
H: -2.78 -0.37 1.45
H: -4.00 0.65 2.26
H: -1.19 2.35 0.24
C: 0.73 3.71 -2.02
C: 0.10 4.54 -0.88
C: -1.27 4.99 -1.25
O: -0.01 3.71 0.33
H: 1.73 3.42 -1.72
H: 0.79 4.19 -3.01
H: 0.18 2.73 -2.00
H: 0.83 5.36 -0.76
H: -1.22 5.95 -1.80
H: -1.76 5.30 -0.33
H: -1.91 4.23 -1.70
H: 0.87 3.41 0.61
C: -0.73 0.85 -5.43
C: 0.51 0.41 -6.12
C: 0.36 -0.88 -6.83
O: 0.94 1.57 -6.82
H: -1.48 1.21 -6.13
H: -0.47 1.59 -4.68
H: -1.23 0.04 -4.89
H: 1.40 0.14 -5.46
H: -0.35 -0.72 -7.66
H: -0.14 -1.67 -6.18
H: 1.28 -1.25 -7.28
H: 1.41 1.35 -7.60
C: 1.51 3.11 3.72
C: 2.43 3.74 2.65
C: 3.87 3.90 3.19
O: 2.52 2.98 1.52
H: 0.62 2.70 3.33
H: 1.23 3.88 4.47
H: 2.13 2.27 4.20
H: 2.05 4.71 2.32
H: 4.20 2.90 3.13
H: 3.98 4.16 4.23
H: 4.51 4.60 2.58
H: 3.03 2.21 1.74
C: -1.57 -4.87 1.68
C: -0.46 -4.45 2.60
C: 0.17 -5.67 3.36
O: 0.68 -3.81 1.89
H: -2.43 -5.23 2.22
H: -1.38 -5.66 0.93
H: -2.01 -4.01 1.15
H: -0.76 -3.58 3.22
H: 1.01 -5.21 3.92
H: 0.51 -6.36 2.61
H: -0.54 -6.13 4.06
H: 1.28 -4.49 1.49
C: -4.95 -3.81 -0.92
C: -3.93 -2.82 -1.37
C: -4.38 -2.03 -2.57
O: -3.66 -1.88 -0.32
H: -4.85 -4.29 0.06
H: -4.92 -4.63 -1.63
H: -5.98 -3.42 -0.91
H: -3.04 -3.43 -1.60
H: -3.56 -1.62 -3.11
H: -4.97 -1.20 -2.19
H: -4.95 -2.67 -3.25
H: -2.76 -1.53 -0.45
C: 4.74 -1.54 1.25
C: 5.14 -0.03 1.41
C: 5.43 0.75 0.15
O: 4.13 0.67 2.24
H: 5.56 -2.03 0.68
H: 3.80 -1.69 0.68
H: 4.57 -2.10 2.20
H: 6.09 -0.03 1.99
H: 6.35 0.36 -0.32
H: 5.53 1.81 0.36
H: 4.64 0.61 -0.58
H: 4.08 0.16 3.08
C: 3.70 2.10 -4.29
C: 3.37 3.52 -4.70
C: 4.33 4.02 -5.74
O: 1.96 3.59 -5.04
H: 3.85 1.50 -5.25
H: 2.95 1.63 -3.61
H: 4.63 2.08 -3.78
H: 3.50 4.19 -3.79
H: 4.22 5.05 -5.96
H: 4.13 3.52 -6.71
H: 5.35 3.85 -5.49
H: 1.82 2.84 -5.63
C: -4.90 -2.63 3.22
C: -6.20 -2.38 2.46
C: -7.45 -2.34 3.28
O: -6.12 -1.06 1.89
H: -4.73 -1.87 4.00
H: -4.07 -2.58 2.47
H: -4.87 -3.60 3.69
H: -6.24 -3.09 1.61
H: -7.83 -3.24 3.67
H: -8.24 -1.89 2.71
H: -7.29 -1.70 4.17
H: -5.51 -1.04 1.15
C: 0.64 -1.93 -2.32
C: 0.17 -1.52 -0.91
C: 1.30 -0.67 -0.29
O: -1.06 -0.85 -0.98
H: 1.24 -2.83 -2.41
H: 1.18 -1.14 -2.83
H: -0.27 -2.04 -2.89
H: 0.03 -2.38 -0.34
H: 2.11 -1.31 -0.08
H: 0.96 -0.29 0.70
H: 1.62 0.09 -0.90
H: -1.13 0.07 -0.65

Calculated values
HOMO-LUMO gap	10.00	eV
E	-2137.6831	Ha
energy relative to the best compared isomer or geometry (same formula, charge and spin)	2.601	eV
HOMO level	-9.59	eV
LUMO energy	0.0150	Eh